1.
C29H69N2O18S5 | the ωB97M-V functional and the def2-TZVPD basis

```
123
C29H69N2O18S5 | the OMol25 dataset | the ωB97M-V functional and the def2-TZVPD basis
C -0.56093 1.67432 3.27994
C -0.45790 2.86039 3.12674
C -0.21244 4.21570 2.60800
C -1.04885 4.49500 1.34370
C -0.91837 3.33336 0.32322
N -0.89122 3.76102 -1.08835
C -2.05842 4.67628 -1.41036
C -3.43976 4.20432 -0.97250
C -4.13110 3.12451 -1.84429
O -4.67521 2.04302 -1.08787
C -0.92137 2.62598 -2.09405
C -1.48042 1.27572 -1.61791
O -1.94417 0.61797 -2.80332
C -0.47245 0.33322 -0.95994
N -1.09254 -0.97563 -0.65526
O 0.21048 4.56405 -1.46915
C 1.41876 4.42887 -0.73444
C 2.17160 3.07210 -0.77486
C 2.84304 2.81012 0.60203
H -0.50029 0.61646 3.39614
H -0.47375 4.94836 3.37471
H 0.84489 4.34771 2.36546
H -2.09384 4.60259 1.64090
H -0.72445 5.45191 0.92805
H -0.08298 2.68897 0.59222
H -1.79053 2.71820 0.53769
H -1.86630 5.65081 -0.96129
H -2.08730 4.89285 -2.47859
H -3.51924 3.87274 0.06758
H -4.09798 5.08746 -1.01095
H -3.50242 2.69232 -2.62213
H -4.98213 3.58384 -2.36113
H -4.92959 2.35029 -0.21235
H 0.08217 2.44940 -2.48297
H -1.49265 2.90170 -2.97689
H -2.35351 1.34487 -0.95748
H -2.83516 0.28840 -2.64624
H -0.06494 0.71301 -0.01559
H 0.39220 0.18272 -1.62219
H -2.09972 -0.92358 -0.77804
H -0.97660 -1.12295 0.34183
H 2.09593 5.16304 -1.17513
H 1.36263 4.73988 0.31506
H 1.53366 2.21045 -0.96941
H 2.94451 3.13223 -1.54313
H 3.67497 2.11742 0.48346
H 3.11939 3.72988 1.11772
H 2.10356 2.27565 1.21299
O 2.03505 -2.99557 -0.70756
S 1.13148 -3.87987 -1.38768
O 0.18093 -4.66293 -0.66004
O 1.96567 -4.83688 -2.34509
C 3.05739 -5.59192 -1.77850
C 2.57638 -6.80263 -1.00400
C 0.28903 -2.99060 -2.65041
H 3.67884 -4.94303 -1.15882
H 3.66452 -5.91271 -2.62310
H 2.04075 -6.50797 -0.10285
H 3.42306 -7.42193 -0.70769
H 1.89318 -7.39900 -1.60870
H 1.01777 -2.43197 -3.23445
H -0.40761 -2.31068 -2.15846
H -0.25252 -3.69286 -3.28015
O -0.22264 -2.27848 -6.85468
S 0.37080 -0.99521 -7.06738
O 0.24789 -0.32419 -8.32110
O 1.90906 -1.06666 -6.66137
C 2.71902 -2.10002 -7.26201
C 3.11023 -1.76451 -8.68726
C -0.13916 0.09786 -5.78362
H 2.20226 -3.05945 -7.20629
H 3.61084 -2.17505 -6.64212
H 2.24289 -1.77164 -9.34664
H 3.82802 -2.49400 -9.06235
H 3.55223 -0.76948 -8.74077
H -0.00191 -0.39700 -4.82551
H -1.19147 0.32263 -5.94272
H 0.45119 1.00937 -5.84188
O -3.77854 8.00273 -1.96106
S -4.91360 8.63636 -1.35130
O -6.00665 7.85571 -0.86078
O -5.46329 9.75813 -2.32460
C -5.77513 9.39525 -3.68811
C -7.09777 8.66322 -3.79706
C -4.36017 9.71145 -0.07188
H -4.95858 8.81095 -4.11520
H -5.82548 10.33227 -4.23863
H -7.04593 7.68037 -3.32869
H -7.36698 8.52669 -4.84430
H -7.88839 9.22110 -3.29596
H -3.55795 10.33447 -0.45822
H -3.99762 9.08974 0.74419
H -5.19857 10.31664 0.26246
O 1.11984 -7.01625 5.76098
S 0.37359 -7.68464 4.73581
O 1.03729 -8.46048 3.73681
O -0.57918 -6.62280 4.02687
C 0.02107 -5.41597 3.51967
C 0.74459 -5.64070 2.20746
C -0.89247 -8.66054 5.47292
H 0.68456 -4.98428 4.27199
H -0.79976 -4.71544 3.37141
H 1.62509 -6.26892 2.34991
H 1.06882 -4.69128 1.78416
H 0.09676 -6.14328 1.49185
H -1.42595 -8.05436 6.20009
H -0.40918 -9.50284 5.96346
H -1.56082 -9.01418 4.69230
O 6.31165 -5.89367 9.55555
S 5.66532 -4.80540 8.89058
O 4.66658 -4.02777 9.55484
O 5.08493 -5.32259 7.50191
C 4.23167 -6.48767 7.51546
C 2.82749 -6.16971 7.98154
C 6.88392 -3.72021 8.22652
H 4.68353 -7.27360 8.12300
H 4.20380 -6.84725 6.48804
H 2.81650 -5.89348 9.03690
H 2.18398 -7.03373 7.84954
H 2.41576 -5.33215 7.42067
H 7.61811 -4.30740 7.68177
H 7.35387 -3.20840 9.06356
H 6.39513 -3.00173 7.57388
```

Computed properties:
- Total energy: -125190.411 eV
- Total charge: +1
- Multiplicity: 1

These are the Löwdin partial charges, in e, on atoms 1 to 4:
1 C 0.1305
2 C -0.1272
3 C -0.1835
4 C -0.1456

---

2.
C29H69N3O7 | the ωB97M-V functional and the def2-TZVPD basis

```
108
C29H69N3O7 | the OMol25 dataset | the ωB97M-V functional and the def2-TZVPD basis
C 0.03312 -7.15790 -2.63011
C -0.80529 -5.87775 -2.25284
C -1.23971 -5.20897 -3.54380
C -2.02320 -6.39420 -1.44974
C -2.89546 -5.28132 -0.83550
C -1.94719 -4.50474 0.10985
C -0.64604 -3.96983 -0.57089
C -0.89420 -2.59158 -1.32701
C 0.34099 -3.70976 0.64979
N -0.01024 -5.00475 -1.38930
O 1.17740 -4.61407 -2.06947
H 0.34331 -7.68546 -1.72814
H -0.50350 -7.75050 -3.37104
H 0.89355 -6.81236 -3.20314
H -0.44494 -4.82735 -4.18474
H -1.66279 -6.08256 -4.03975
H -1.91541 -4.38826 -3.30306
H -2.73331 -6.97999 -2.03342
H -1.61121 -7.04083 -0.67498
H -3.26588 -4.59837 -1.60000
H -3.74683 -5.55357 -0.21169
H -1.70982 -5.18502 0.92777
H -2.44538 -3.58506 0.41659
H -1.60227 -2.59444 -2.15571
H 0.00350 -2.06638 -1.65319
H -1.34290 -1.92034 -0.59475
H -0.01747 -2.92065 1.31078
H 1.35621 -3.47766 0.32799
H 0.44547 -4.63092 1.22309
H 1.79933 -5.16547 -1.58910
C -3.68820 1.91611 1.72127
C -3.28424 2.73932 2.94923
C -4.09368 4.03108 3.02323
C -3.67157 1.94284 4.21954
C -2.84035 0.84332 4.81339
C -1.33616 1.22617 4.74561
C -0.89290 1.89294 3.45365
C 0.50994 2.52182 3.68958
C -0.73447 0.75830 2.35746
N -1.85024 2.95306 3.01331
O -1.36701 3.88250 2.06656
H -4.77581 1.88205 1.65769
H -3.25330 2.39615 0.84461
H -3.34220 0.88701 1.62467
H -3.80942 4.67334 2.18968
H -5.16247 3.82494 3.08058
H -3.89762 4.65396 3.89598
H -3.79705 2.65708 5.03332
H -4.61472 1.44902 3.98568
H -3.16939 0.54205 5.80791
H -3.05285 0.00599 4.14870
H -0.81091 0.27612 4.84372
H -1.12818 1.89905 5.57752
H 0.62380 3.30984 4.43400
H 0.94895 2.95608 2.79137
H 1.12266 1.77196 4.18996
H -0.56185 1.19788 1.37508
H -1.62283 0.13040 2.28931
H 0.09798 0.07999 2.54461
H -1.50270 3.38094 1.25932
C 1.85706 4.02406 -0.24544
C 1.12670 4.82072 -1.30563
C 0.56933 6.06732 -0.68782
C 2.10152 5.38833 -2.39838
C 2.53430 4.28934 -3.33886
C 1.30541 3.63239 -3.98764
C 0.30621 2.99201 -2.92096
C -1.02237 2.81097 -3.65154
C 0.92168 1.68372 -2.39312
N 0.01833 4.04588 -1.90502
O -1.04295 3.74306 -1.00886
H 2.44994 3.26479 -0.75544
H 2.55032 4.64419 0.32283
H 1.07462 3.50525 0.30839
H 1.27179 6.86652 -0.45134
H -0.11609 6.56964 -1.37045
H 0.09804 5.75870 0.24532
H 1.71264 6.17626 -3.04339
H 2.98252 5.79957 -1.90561
H 3.13756 4.83659 -4.06322
H 3.31382 3.65296 -2.91996
H 1.70253 2.82367 -4.60112
H 0.83102 4.43600 -4.55092
H -1.48602 3.78499 -3.80779
H -1.78774 2.19135 -3.18423
H -0.85192 2.38212 -4.63902
H 0.55110 1.43038 -1.39985
H 2.00831 1.63434 -2.46315
H 0.46107 0.88854 -2.97932
H -1.76053 4.29322 -1.33134
C 4.37934 -3.82335 -1.52497
O 5.23083 -4.56178 -0.74238
H 4.22083 -4.22966 -2.52392
H 3.40300 -3.71614 -1.05235
H 4.70728 -2.78818 -1.61973
H 5.11004 -4.18183 0.13091
C 2.34422 -0.51074 -0.10043
O 2.87364 -1.09903 1.08817
H 2.98085 0.26639 -0.52337
H 2.38689 -1.36102 -0.78109
H 1.30508 -0.22973 0.07082
H 3.04777 -0.39114 1.71280
O 3.71247 0.66504 2.94489
H 4.47713 0.42969 3.47038
H 3.13344 1.12196 3.55496
O 4.13607 -3.29762 1.80742
H 4.14162 -3.30382 2.76458
H 3.61774 -2.52707 1.57541
```

Computed properties:
- Structure (SMILES): CC1(C)CCCC(C)(C)N1O.CC1(C)CCCC(C)(C)N1O.CC1(C)CCCC(C)(C)N1O.CO.CO.O.O
- Total energy: -49989.324 eV
- ΔE to the lowest compared entry with this formula, charge and spin: 64.31 kcal per mole
- Multiplicity: 1

These are the Löwdin partial charges, in e, on atoms 1 to 4:
1 C -0.0259
2 C -0.5196
3 C -0.0280
4 C -0.1343

---

3.
C29H70N2O13S2 | the ωB97M-V functional and the def2-TZVPD basis

```
116
C29H70N2O13S2 | the OMol25 dataset | the ωB97M-V functional and the def2-TZVPD basis
C -4.36756 3.74496 -2.51582
C -5.02387 3.59752 -1.12895
N -4.09112 3.41733 -0.01844
C -3.27991 2.26036 -0.06066
C -2.02230 2.29734 0.54619
C -1.18072 1.19538 0.52191
S 0.43082 1.30401 1.24410
C -1.60664 0.01931 -0.09617
C -2.87044 -0.03505 -0.68476
C -3.70366 1.08371 -0.66465
N -3.30373 -1.23003 -1.30154
C -2.37859 -1.80874 -2.20695
C -2.78381 -2.20897 -3.47877
C -1.85303 -2.76452 -4.34525
C -2.26414 -3.16278 -5.74325
C -1.78981 -2.05623 -6.71956
C -0.52700 -2.94231 -3.94540
C -0.12333 -2.53614 -2.68242
C -1.05439 -1.97942 -1.82160
S -0.61798 -1.44194 -0.19095
H -4.67185 2.96039 -3.20147
H -3.28393 3.70407 -2.43339
H -4.63150 4.68631 -2.98810
H -5.75939 2.80148 -1.16937
H -5.58519 4.50107 -0.90676
H -3.46769 4.21466 -0.01821
H -1.70128 3.21353 1.02037
H 0.37539 0.43941 2.27089
H -4.66849 0.99337 -1.13751
H -4.17565 -1.06906 -1.78602
H -3.81046 -2.09038 -3.79129
H -3.34992 -3.17196 -5.78989
H -1.84022 -4.12630 -6.00319
H -0.73990 -2.20937 -6.95470
H -2.39688 -2.02327 -7.61659
H -1.84640 -1.10919 -6.19237
H 0.16536 -3.37369 -4.64966
H 0.90104 -2.67264 -2.37476
C 4.86670 2.11899 1.48883
O 4.02796 0.98069 1.71039
H 5.88926 1.81822 1.70664
H 4.80546 2.44744 0.44957
H 4.59020 2.94262 2.14144
H 3.12505 1.24725 1.51663
C -8.09014 3.68018 -3.58002
O -7.41556 2.51714 -4.05808
H -7.34622 4.34442 -3.14780
H -8.59598 4.19370 -4.40111
H -8.81876 3.41067 -2.81116
H -8.08087 1.93506 -4.43346
C -0.15342 -2.46480 3.75485
O -0.68216 -3.53112 2.98213
H -0.26436 -2.72705 4.80451
H 0.90983 -2.31244 3.54104
H -0.70032 -1.53358 3.56666
H -0.58018 -3.29110 2.05463
C 5.72086 6.15973 2.09037
O 5.22232 5.12356 1.24425
H 5.57085 5.85329 3.12053
H 6.79121 6.31627 1.92045
H 5.18265 7.09590 1.91224
H 5.35901 5.39817 0.33065
C 4.99842 6.20588 6.24532
O 6.03713 6.01069 5.28531
H 4.12190 6.57477 5.71725
H 4.75832 5.26136 6.73317
H 5.30081 6.94368 6.99434
H 6.80598 5.68143 5.75768
C 3.26452 -2.35555 0.60112
O 2.40376 -3.46392 0.86865
H 4.28577 -2.67805 0.78829
H 3.17839 -2.03666 -0.44104
H 3.03894 -1.51089 1.25320
H 1.50265 -3.17598 0.70036
C 4.86017 -5.98546 0.59624
O 3.98562 -6.36713 1.64921
H 5.60505 -6.76919 0.47828
H 4.30453 -5.87027 -0.33825
H 5.36254 -5.04473 0.83838
H 3.33334 -5.66264 1.73997
C -0.41646 -5.95580 0.61953
O -0.74520 -4.63506 0.19179
H 0.60842 -5.93763 0.98012
H -1.07195 -6.27584 1.43229
H -0.48943 -6.66315 -0.21069
H -1.65134 -4.63798 -0.12841
C -5.70769 -4.91175 -7.06428
O -5.97276 -3.57956 -7.50435
H -4.67487 -4.95312 -6.72618
H -6.36704 -5.17510 -6.23948
H -5.84247 -5.62049 -7.88571
H -6.88646 -3.55553 -7.79960
C 5.47568 2.15427 7.94098
O 5.14876 3.03971 6.86847
H 5.65756 2.76061 8.82407
H 4.65197 1.46732 8.14530
H 6.37532 1.57947 7.71447
H 4.98788 2.50394 6.08681
C -9.88757 -5.82340 -6.01179
O -8.68138 -5.11450 -5.73460
H -9.61606 -6.84533 -6.26175
H -10.54458 -5.83506 -5.13907
H -10.41830 -5.38059 -6.85830
H -8.91919 -4.21058 -5.51128
C 4.92516 0.48789 11.40766
O 5.98779 0.27226 10.48384
H 4.06176 0.82655 10.84074
H 4.66464 -0.43605 11.92991
H 5.19002 1.25483 12.14022
H 6.75259 -0.02702 10.98179
C 6.58292 6.86952 -2.16298
O 6.23927 5.60719 -1.59325
H 5.69512 7.25974 -2.65265
H 6.90244 7.57480 -1.39181
H 7.37734 6.75813 -2.90409
H 7.02505 5.25452 -1.16442
```

Computed properties:
- Total energy: -82471.338 eV
- Multiplicity: 1

These are the Löwdin partial charges, in e, on atoms 1 to 4:
1 C -0.0805
2 C -0.2643
3 N 0.0029
4 C -0.2667

---

4.
C29H70N4O13S | the ωB97M-V functional and the def2-TZVPD basis

```
117
C29H70N4O13S | the OMol25 dataset | the ωB97M-V functional and the def2-TZVPD basis
O -0.98356 0.89987 0.18154
S -1.58336 1.92460 0.98183
O -1.88691 1.66252 2.36889
C -0.61721 3.39906 0.91937
C -1.39033 4.66866 1.33099
C -2.84323 4.74956 0.81870
C -3.61895 3.45008 0.97247
C -5.06153 3.51867 0.46982
O -6.05079 3.36312 1.47018
O -6.03018 1.99563 1.91441
O -2.93128 2.36468 0.27654
H -0.17496 3.45100 -0.08005
H 0.18557 3.20940 1.64125
H -0.82946 5.52567 0.95083
H -1.40912 4.72046 2.42340
H -3.37887 5.48259 1.43664
H -2.87894 5.11772 -0.21519
H -3.65891 3.18157 2.03613
H -5.22415 2.79694 -0.34038
H -5.26051 4.52006 0.06620
H -5.66955 2.02285 2.82934
C -4.40674 -0.88239 0.58873
O -5.46100 -0.86762 -0.35225
C -5.28704 0.04401 -1.42615
C -5.05898 -0.68327 -2.73360
N -3.75780 -1.33362 -2.75448
C -3.53810 -2.23292 -3.87922
C -4.43366 -3.46001 -4.00822
O -4.24284 -4.42880 -2.99606
C -4.96092 -4.21306 -1.79721
H -4.74491 -1.48572 1.43123
H -3.49318 -1.33152 0.18255
H -4.17609 0.12292 0.94952
H -4.46114 0.73167 -1.22024
H -6.20882 0.62886 -1.50903
H -5.10040 0.04128 -3.55377
H -5.89450 -1.38525 -2.86832
H -3.62938 -1.84586 -1.89165
H -2.50571 -2.58664 -3.81865
H -3.61999 -1.65203 -4.80463
H -4.17224 -3.95628 -4.94644
H -5.49529 -3.19066 -4.07730
H -5.92097 -3.72379 -1.98595
H -4.39661 -3.61352 -1.07703
H -5.14708 -5.18895 -1.34895
C 4.69544 -3.32472 -2.46667
O 4.15104 -2.15617 -3.04124
C 2.72757 -2.11861 -3.08600
C 2.17169 -1.08301 -2.13401
N 2.36410 -1.47910 -0.74740
C 2.06300 -0.43846 0.23289
C 2.90864 0.82853 0.19918
O 4.26637 0.64597 0.55593
C 5.09375 0.17994 -0.49447
H 5.76963 -3.30233 -2.64709
H 4.52570 -3.37776 -1.38555
H 4.28059 -4.22626 -2.92845
H 2.30997 -3.10661 -2.86922
H 2.44250 -1.84672 -4.10594
H 1.09920 -0.96858 -2.31987
H 2.65459 -0.12576 -2.37882
H 3.32096 -1.78046 -0.62108
H 2.17476 -0.88506 1.22441
H 1.01423 -0.15513 0.12949
H 2.49572 1.51909 0.94077
H 2.84362 1.33338 -0.77392
H 4.75291 0.54938 -1.46652
H 5.12924 -0.91284 -0.52446
H 6.10759 0.53229 -0.32091
C 8.48885 1.41035 -1.78187
O 8.00258 0.09447 -1.93963
C 7.68941 -0.27261 -3.27930
C 8.66257 -1.30070 -3.81053
N 9.98564 -0.72831 -4.00794
C 11.03297 -1.69334 -4.31871
C 11.36736 -2.75640 -3.27845
O 11.96558 -2.25122 -2.10070
C 11.07191 -1.78319 -1.11039
H 8.50188 1.62328 -0.71368
H 9.50563 1.53100 -2.17201
H 7.83703 2.13752 -2.27650
H 7.66558 0.61154 -3.92367
H 6.68670 -0.71167 -3.27214
H 8.29104 -1.67034 -4.77149
H 8.66359 -2.14602 -3.10712
H 10.24845 -0.21440 -3.17711
H 11.94817 -1.13014 -4.51686
H 10.76595 -2.20096 -5.25189
H 12.10842 -3.42441 -3.72461
H 10.49699 -3.37424 -3.02359
H 10.13696 -2.35124 -1.11107
H 10.83780 -0.72118 -1.22998
H 11.55888 -1.91244 -0.14404
C -7.81681 3.11983 5.94451
O -8.03083 1.74229 5.72403
C -7.96647 1.33969 4.36167
C -6.74620 0.48622 4.09773
N -5.52004 1.27075 4.19449
C -4.27815 0.49701 4.14842
C -3.98744 -0.51230 5.24803
O -3.75974 0.06408 6.51958
C -4.91784 0.33286 7.28301
H -8.06072 3.32056 6.98621
H -6.77600 3.41602 5.76743
H -8.46420 3.73082 5.30783
H -7.97738 2.21180 3.70015
H -8.85935 0.74575 4.15130
H -6.82042 0.07295 3.08698
H -6.76329 -0.35284 4.80520
H -5.54108 1.80891 5.05211
H -3.46408 1.22249 4.13687
H -4.24179 -0.01977 3.18488
H -3.05831 -1.01806 4.97696
H -4.76215 -1.28707 5.31855
H -5.70755 -0.39894 7.08818
H -5.31531 1.33605 7.09782
H -4.63800 0.27295 8.33447
```

Computed properties:
- Structure (SMILES): O=S1(=O)CCC[C@@H](COO)O1.COCCNCCOC.COCCNCCOC.COCCNCCOC.COCCNCCOC
- Total energy: -74612.935 eV
- Multiplicity: 1

These are the Löwdin partial charges, in e, on atoms 1 to 4:
1 O -0.2612
2 S 0.6116
3 O -0.2724
4 C -0.2138

---

Among the records above, which one has the highest total energy? C29H69N3O7